The following is a quantum chemistry calculation of C28H82Br3N15O10P4 as an isolated structure in a non-equilibrium geometry, from the OMol25 dataset.

Geometry (Å):
C 23.4931 -21.1251 -15.7426
N 24.9232 -21.1236 -15.3585
O 25.2758 -21.2041 -14.1808
O 25.7576 -21.1393 -16.2622
H 23.0405 -21.4448 -14.8040
H 23.3271 -21.9814 -16.3962
H 23.1006 -20.2011 -16.1674
C 18.6491 -21.0943 -18.7890
N 18.2302 -19.7522 -18.2415
O 18.9071 -19.3016 -17.3483
O 17.0917 -19.4768 -18.5679
H 18.6005 -21.8366 -17.9923
H 19.7055 -21.0225 -19.0475
H 18.1102 -21.4752 -19.6566
C 20.5751 -17.9772 -18.8668
N 21.0413 -17.0937 -20.0124
O 21.5608 -17.6984 -20.9844
O 20.8168 -15.9128 -19.9685
H 20.3784 -19.0138 -19.1404
H 19.6927 -17.4662 -18.4815
H 21.3945 -17.8956 -18.1527
O 22.2963 -20.5231 -13.9964
P 21.1123 -19.6650 -13.8576
N 20.0599 -20.1369 -12.6054
C 18.9857 -21.1476 -12.8197
C 20.6731 -20.1885 -11.2944
N 20.2611 -19.5749 -15.3669
C 20.9733 -19.9385 -16.6057
C 19.2302 -18.5898 -15.4860
N 21.6421 -18.0601 -13.5580
C 20.7639 -17.1721 -12.8266
C 22.7511 -17.3154 -14.2290
H 19.2958 -22.1906 -12.8827
H 18.3912 -20.8271 -13.6753
H 18.3325 -20.9875 -11.9618
H 21.2895 -21.0872 -11.2706
H 19.8542 -20.2626 -10.5788
H 21.3002 -19.3326 -11.0449
H 21.7643 -20.6700 -16.4402
H 20.3155 -20.2356 -17.4225
H 21.5530 -19.0380 -16.8085
H 19.6559 -17.5877 -15.5375
H 18.6037 -18.7791 -16.3576
H 18.6168 -18.4383 -14.5979
H 21.3885 -16.6976 -12.0697
H 20.2484 -16.4340 -13.4410
H 20.0123 -17.7048 -12.2441
H 22.4288 -16.8145 -15.1419
H 23.5509 -18.0101 -14.4854
H 23.1568 -16.6047 -13.5090
O 29.3174 -21.8758 -20.5354
P 27.7905 -21.6051 -20.3705
N 27.0242 -22.8482 -19.4098
C 27.4969 -24.2275 -19.3970
C 26.0366 -22.4083 -18.3544
N 26.9091 -21.6967 -21.8428
C 25.4738 -21.8292 -21.8581
C 27.6218 -22.3826 -22.9605
N 27.4261 -20.0886 -19.6676
C 26.7483 -19.0392 -20.4986
C 27.9200 -19.5929 -18.3336
H 28.5182 -24.3077 -19.0248
H 27.6305 -24.4660 -20.4521
H 26.7740 -24.9370 -18.9945
H 25.5136 -21.4750 -18.5629
H 26.6540 -22.3412 -17.4587
H 25.2761 -23.1233 -18.0404
H 25.2035 -21.4455 -22.8419
H 25.1606 -22.8410 -21.6008
H 25.1011 -21.1921 -21.0561
H 28.5694 -21.8936 -23.1861
H 28.0462 -23.3459 -22.6774
H 27.0566 -22.5124 -23.8834
H 25.8061 -19.4047 -20.9068
H 26.3577 -18.2255 -19.8876
H 27.3711 -18.6004 -21.2781
H 28.0552 -18.5201 -18.4712
H 28.8877 -19.9911 -18.0286
H 27.1001 -19.6816 -17.6209
O 22.8921 -23.3589 -15.7791
P 23.5420 -24.3670 -16.6918
N 23.9687 -23.7031 -18.2696
C 23.2146 -22.4857 -18.6844
C 24.6077 -24.4430 -19.3617
N 22.5039 -25.7614 -16.9748
C 21.8428 -26.3467 -15.7709
C 21.6204 -25.9164 -18.1210
N 25.0290 -24.9979 -16.1331
C 25.7001 -26.1744 -16.6837
C 25.7364 -24.3769 -14.9604
H 22.1444 -22.6016 -18.5131
H 23.3698 -22.1250 -19.7012
H 23.5400 -21.6906 -18.0136
H 25.6480 -24.7314 -19.2110
H 24.8048 -23.6457 -20.0784
H 24.0945 -25.2159 -19.9339
H 21.1399 -25.5246 -15.6366
H 21.3946 -27.2965 -16.0625
H 22.4278 -26.3303 -14.8513
H 22.2055 -25.6730 -19.0078
H 21.1293 -26.8835 -18.2287
H 21.0593 -24.9846 -18.0510
H 26.5323 -26.3596 -16.0046
H 25.1040 -27.0858 -16.6372
H 25.9183 -25.8818 -17.7108
H 25.1238 -23.5584 -14.5823
H 26.7359 -24.0337 -15.2273
H 25.8855 -25.1158 -14.1730
O 19.7961 -20.3511 -20.1860
P 20.1536 -20.8090 -21.5461
N 19.3889 -22.2214 -22.0616
C 19.9094 -23.0520 -23.1611
C 18.4766 -22.9904 -21.1117
N 21.8719 -21.1687 -21.7804
C 22.4966 -22.1990 -20.9539
C 22.8024 -20.1159 -22.2651
N 19.5726 -19.6807 -22.6958
C 19.5854 -19.9340 -24.1217
C 18.4379 -18.7584 -22.4532
H 20.9277 -23.3936 -22.9754
H 19.8221 -22.6031 -24.1505
H 19.4253 -24.0268 -23.2198
H 19.0282 -23.5522 -20.3579
H 18.0156 -23.8531 -21.5927
H 17.6818 -22.4498 -20.5978
H 22.9448 -21.6786 -20.1076
H 21.9473 -23.0988 -20.6767
H 23.3603 -22.5609 -21.5118
H 23.3177 -19.9604 -21.3173
H 23.4294 -20.3978 -23.1110
H 22.2040 -19.2284 -22.4710
H 18.6656 -20.4047 -24.4687
H 19.4423 -18.9781 -24.6257
H 20.4963 -20.3934 -24.5054
H 18.4278 -18.3246 -21.4532
H 17.5224 -19.3076 -22.6732
H 18.4906 -17.8604 -23.0688
C 22.8438 -19.7824 -18.9108
Br 21.3211 -20.9080 -18.3422
Br 24.2655 -20.7347 -19.8423
Br 23.5268 -18.7826 -17.3550
H 22.3828 -19.1333 -19.6554

Calculated values
**LUMO energy**: -0.45 eV
**Max |F|**: 14.06 eV/A
**Highest occupied orbital energy**: -0.2529 Ha
**Charge**: 0

The following is a quantum chemistry calculation of a 10-piece molecular cluster, C28H83N7O10 overall in a non-equilibrium geometry, from the OMol25 dataset.

Geometry (Å):
O -2.6489 1.5109 -1.9466
H -2.2579 0.6301 -2.1916
H -2.6733 1.9621 -2.8049
O -3.0850 -2.8039 1.6053
H -3.2619 -1.8643 1.3715
H -3.1139 -2.8607 2.5547
O -0.4449 -0.7699 0.7911
H -1.4276 -0.7650 0.8294
H -0.2033 -1.7420 0.9846
C 2.3726 -3.3669 1.1224
C 1.1098 -3.7420 0.2877
C 1.2174 -5.2282 -0.0485
O 2.2650 -5.5712 -0.9687
C 1.8329 -5.4725 -2.3189
N -0.0905 -3.4898 1.0886
H 2.1501 -2.4301 1.6401
H 3.2260 -3.2057 0.4469
H 2.5659 -4.1691 1.8382
H 0.9899 -3.1488 -0.6455
H 0.2886 -5.6451 -0.4400
H 1.4512 -5.8227 0.8703
H 1.1126 -6.2501 -2.5896
H 2.7637 -5.6233 -2.9184
H 1.3510 -4.5335 -2.6055
H 0.0444 -3.8314 2.0638
H -0.9683 -3.7912 0.6589
C -3.1235 -2.9431 -6.1180
C -3.3534 -3.9561 -4.9789
C -3.4884 -3.3007 -3.5921
O -3.9497 -4.2989 -2.7305
C -4.2463 -4.0450 -1.3746
N -4.4948 -4.7632 -5.3494
H -4.0467 -2.4634 -6.4696
H -2.7834 -3.3917 -7.0825
H -2.4424 -2.1721 -5.7527
H -2.4098 -4.6050 -5.0196
H -4.2008 -2.4082 -3.7399
H -2.4883 -2.9821 -3.2509
H -3.3217 -3.8042 -0.9054
H -4.6668 -4.9314 -0.8960
H -4.9549 -3.2546 -1.2528
H -5.3325 -4.1933 -5.2579
H -4.6797 -5.5544 -4.7312
C -2.5823 1.9945 1.7619
C -3.7592 1.0530 1.7166
C -5.0106 1.7961 1.3399
O -6.0111 0.7685 1.1735
C -7.0741 1.1094 0.3514
N -3.4979 -0.0543 0.7912
H -2.4918 2.4969 0.8020
H -1.6192 1.4353 1.9605
H -2.7139 2.7504 2.5262
H -3.8743 0.5488 2.7167
H -4.8764 2.3311 0.4352
H -5.3874 2.5317 2.0670
H -7.8110 1.8064 0.8291
H -7.7215 0.1949 0.1744
H -6.7997 1.5939 -0.5123
H -3.1016 0.1578 -0.1344
H -4.4554 -0.3956 0.5947
C 7.2892 -0.2042 -0.9569
C 6.8090 0.6850 0.1527
C 5.3287 0.9426 -0.0383
O 4.8713 1.8785 0.9291
C 4.4000 3.1435 0.4107
N 7.2329 0.1629 1.4715
H 8.4221 -0.2401 -1.0088
H 7.0063 0.0498 -1.9511
H 6.9169 -1.1778 -0.7854
H 7.3523 1.6949 -0.0119
H 4.8144 -0.0206 0.1568
H 5.1099 1.3253 -1.1009
H 3.5187 2.9145 -0.1256
H 5.2337 3.6582 -0.1242
H 4.2234 3.7458 1.3065
H 6.9586 -0.7993 1.4998
H 6.6370 0.6778 2.1374
C 0.2976 2.4846 5.8805
C -0.3441 1.9667 4.5820
C 0.3904 0.7470 4.0309
O 1.5804 1.2741 3.4477
C 2.1237 0.4175 2.4382
N -1.7123 1.6996 4.9796
H -0.2981 3.3679 6.2032
H 1.3447 2.6503 5.7871
H 0.1406 1.7011 6.6316
H -0.3368 2.7497 3.7955
H -0.2780 0.2634 3.3028
H 0.6624 0.1396 4.8543
H 2.3259 -0.5269 2.9485
H 3.0589 0.9089 2.0767
H 1.4299 0.2626 1.6669
H -1.7231 1.2377 5.9031
H -2.2038 1.0963 4.3196
C 0.8769 1.4243 -1.5926
C 1.0889 0.2021 -2.3969
C 2.3209 -0.5515 -1.8622
O 2.3390 -1.7686 -2.5226
C 3.5795 -2.4300 -2.5705
N -0.1891 -0.5715 -2.3795
H 1.8234 1.9767 -1.4677
H 0.3878 1.1965 -0.6117
H 0.1128 2.0648 -2.1363
H 1.2783 0.4401 -3.4428
H 2.1126 -0.6663 -0.8250
H 3.2139 0.0248 -2.0090
H 3.5482 -3.2233 -3.4247
H 3.7474 -3.0402 -1.7554
H 4.3950 -1.6563 -2.5426
H -0.2746 -0.7039 -1.3747
H 0.0376 -1.5060 -2.7814
C 1.1097 6.6494 1.3462
C 0.5338 5.3248 1.6817
C -0.3854 4.8329 0.5790
O -1.4380 5.7168 0.2023
C -1.9152 5.4021 -1.0794
N 1.5868 4.2909 1.9157
H 1.4408 6.6778 0.3253
H 1.9041 6.9473 2.0018
H 0.3720 7.4464 1.4443
H -0.0423 5.4654 2.5543
H -0.9245 3.8751 0.7765
H 0.2416 4.6071 -0.2567
H -2.5800 6.2237 -1.3910
H -2.5110 4.4819 -1.0013
H -1.0972 5.2357 -1.7838
H 1.1309 3.4249 1.8923
H 1.7975 4.2822 2.9120

Calculated values
**LUMO energy**: 0.38 eV
**Max |F|**: 3.93 eV/A
**Highest occupied orbital energy**: -0.3381 Ha
**SMILES**: COC[C@H](C)N.COC[C@H](C)N.COC[C@H](C)N.COC[C@H](C)N.COC[C@H](C)N.COC[C@H](C)N.COC[C@H](C)N.O.O.O
**Charge**: 0